#a
{"formula": "C6H9NO", "method": "ωB97M-V/def2-TZVPD", "charge": 0, "smiles": "N[C@@]12COC=C[C@H]1C2", "e_lumo_ev": 0.97, "elements": ["C", "C", "C", "C", "C", "C", "H", "H", "H", "H", "H", "H", "H", "H", "H", "N", "O"], "xyz": [[0.91, -0.54, -0.07], [-0.23, -1.20, -0.70], [-1.65, 0.56, 0.22], [-0.63, 1.37, 0.34], [0.45, 0.88, -0.48], [1.89, 0.57, -0.39], [-0.30, -0.25, 1.78], [0.72, -1.80, 1.60], [-0.04, -1.30, -1.81], [-0.17, -2.10, -0.02], [-2.68, 0.59, 0.58], [-0.76, 2.42, 0.77], [0.22, 1.02, -1.63], [2.46, 0.72, -1.28], [2.42, 0.74, 0.71], [0.75, -0.68, 1.32], [-1.44, -0.63, -0.42]], "lowdin_charge": [-0.489, -0.236, -0.146, -0.103, -0.268, -0.019, 0.184, 0.151, 0.156, 0.126, 0.138, 0.141, 0.189, 0.087, 0.174, -0.014, -0.071]}

#b
{"formula": "C6H9NO", "method": "ωB97M-V/def2-TZVPD", "charge": 0, "smiles": "O[C@@]12C[C@H]3CN3[C@H]1C2", "e_lumo_ev": 0.70, "elements": ["C", "C", "C", "C", "C", "C", "H", "H", "H", "H", "H", "H", "H", "H", "H", "N", "O"], "xyz": [[0.79, 0.26, 0.20], [-0.21, 0.15, 1.28], [-1.41, -0.24, 0.41], [-1.57, 0.47, -0.85], [0.43, -0.90, -0.53], [1.95, -0.69, -0.45], [1.65, 1.89, -0.39], [-0.14, -0.78, 1.85], [-0.39, 0.92, 2.00], [-2.36, -0.48, 0.83], [-2.63, 0.34, -1.24], [-1.09, 1.40, -1.12], [0.22, -1.64, 0.30], [2.45, -1.38, 0.22], [2.59, -0.09, -1.10], [-1.01, -0.73, -0.98], [0.75, 1.49, -0.43]], "lowdin_charge": [-0.493, -0.073, -0.199, -0.226, -0.211, 0.089, 0.134, 0.118, 0.115, 0.130, 0.138, 0.119, 0.147, 0.093, 0.090, 0.040, -0.010]}

#c
{"formula": "C6H9NO", "method": "ωB97M-V/def2-TZVPD", "charge": 0, "smiles": "N[C@@H]1[C@@H]2C=C[C@@]1(O)C2", "e_lumo_ev": 0.89, "elements": ["C", "C", "C", "C", "C", "C", "H", "H", "H", "H", "H", "H", "H", "H", "H", "N", "O"], "xyz": [[-0.09, -0.90, 0.48], [-0.09, -0.64, -1.11], [-1.44, 0.19, -0.75], [-0.58, 0.62, 0.48], [0.56, 1.40, -0.26], [0.90, 0.57, -1.24], [1.54, -1.99, 1.12], [1.88, -0.49, 0.58], [-0.93, -1.45, 0.91], [-0.08, -1.61, -1.66], [-1.69, 1.02, -1.39], [-2.29, -0.22, -0.28], [-0.59, 0.35, 2.45], [1.08, 2.37, -0.10], [1.62, 0.60, -2.08], [1.19, -0.97, 1.17], [-0.99, 1.14, 1.67]], "lowdin_charge": [-0.302, -0.133, -0.043, -0.530, -0.015, -0.090, 0.109, 0.070, 0.145, 0.128, 0.101, 0.098, 0.242, 0.126, 0.110, 0.029, -0.044]}

The least stable of them is #b.